Entry w
{"formula": "C3H7N3O", "method": "wB97M-V/def2-TZVPD", "homo_ev": -8.86, "homo_lumo_gap_ev": 9.34, "smiles": "[H]/N=C/N=C/N(C)O", "elements": ["H", "N", "C", "N", "C", "N", "C", "O", "H", "H", "H", "H", "H", "H"], "xyz": [[-3.84270, -0.35782, 0.13399], [-2.86074, -0.62510, 0.16613], [-2.14990, 0.39369, -0.05742], [-0.82641, 0.61734, -0.19117], [-0.05716, -0.39824, -0.05206], [1.26981, -0.10118, 0.03936], [1.88605, 1.21427, 0.14531], [2.16330, -1.16720, -0.19394], [-2.67590, 1.47310, -0.23299], [-0.30544, -1.45271, 0.05030], [2.81752, 1.06906, 0.72664], [2.08618, 1.82797, -0.91047], [1.19757, 1.86423, 0.69583], [2.26382, -1.58202, 0.77303]], "nbo_charge": [0.351, -0.710, 0.292, -0.589, 0.323, -0.129, -0.436, -0.539, 0.108, 0.202, 0.215, 0.207, 0.238, 0.467]}



Entry x
{"formula": "C3H7N3O", "method": "wB97M-V/def2-TZVPD", "homo_ev": -8.76, "homo_lumo_gap_ev": 9.61, "smiles": "[H]/N=C1\\NCCN1O", "elements": ["H", "N", "C", "N", "C", "C", "N", "O", "H", "H", "H", "H", "H", "H"], "xyz": [[-1.75642, 2.26942, 0.20968], [-1.83962, 1.28261, -0.03057], [-0.70862, 0.69312, -0.10213], [0.59319, 1.10930, 0.14941], [1.50188, -0.00070, -0.12675], [0.59948, -1.19845, 0.13228], [-0.65962, -0.66823, -0.39430], [-1.79111, -1.38213, 0.03372], [0.88260, 2.01956, -0.21255], [2.34989, 0.01819, 0.55336], [1.87300, 0.01180, -1.15484], [0.48763, -1.40730, 1.19823], [0.91513, -2.08984, -0.39021], [-2.44742, -0.65735, 0.13467]], "nbo_charge": [0.356, -0.794, 0.547, -0.620, -0.226, -0.234, -0.152, -0.565, 0.395, 0.206, 0.187, 0.192, 0.212, 0.495]}



Entry y
{"formula": "C3H7N3O", "method": "wB97M-V/def2-TZVPD", "homo_ev": -8.56, "homo_lumo_gap_ev": 9.29, "elements": ["C", "N", "C", "O", "N", "C", "N", "H", "H", "H", "H", "H", "H", "H"], "xyz": [[2.35073, 0.25537, -0.02432], [1.19681, 0.05383, 0.83376], [-0.03323, -0.14466, 0.33376], [-0.25556, -0.12592, -0.94302], [-1.16816, -0.38704, 0.93253], [-1.87422, -0.27320, -0.70823], [-2.56322, 0.74116, -1.01180], [2.03215, 0.79796, -0.91639], [2.80373, -0.69183, -0.33852], [3.09391, 0.85372, 0.50721], [1.32991, -0.12120, 1.81685], [-1.39789, -0.09757, 1.87289], [-2.07399, -1.32526, -0.91540], [-3.44095, 0.46465, -1.43931]], "nbo_charge": [-0.412, -0.596, 0.757, -0.547, -0.741, 0.409, -0.813, 0.232, 0.195, 0.206, 0.403, 0.390, 0.159, 0.357]}



Entry z
{"formula": "C3H7N3O", "method": "wB97M-V/def2-TZVPD", "homo_ev": -9.66, "homo_lumo_gap_ev": 10.44, "smiles": "[H]/N=C/NC(=O)NC", "elements": ["H", "N", "C", "N", "C", "O", "N", "C", "H", "H", "H", "H", "H", "H"], "xyz": [[3.70609, -1.40389, 1.07282], [2.91838, -0.81928, 1.34112], [1.92392, -1.05857, 0.58930], [0.73518, -0.37401, 0.78440], [-0.24329, -0.31489, -0.20723], [-0.16854, -0.95975, -1.23843], [-1.27307, 0.53438, 0.09419], [-2.09539, 1.09787, -0.95633], [1.86958, -1.76532, -0.24088], [0.78589, 0.35292, 1.48567], [-1.27307, 0.99264, 0.99170], [-1.78071, 0.64309, -1.89667], [-1.94600, 2.18239, -1.01704], [-3.15894, 0.89242, -0.80263]], "nbo_charge": [0.347, -0.688, 0.281, -0.650, 0.789, -0.643, -0.626, -0.417, 0.190, 0.401, 0.386, 0.240, 0.192, 0.197]}



Result of the stability comparison: entry z is the most stable of them.



Entry w
{"formula": "C6H8N2S", "method": "wB97M-V/def2-TZVPD", "homo_ev": -8.85, "homo_lumo_gap_ev": 9.59, "smiles": "c1cn[nH]c1.C=C1CS1", "elements": ["C", "C", "N", "N", "C", "H", "H", "H", "H", "C", "C", "C", "S", "H", "H", "H", "H"], "xyz": [[-1.52967, -0.41128, -0.83740], [-2.83761, -0.01226, -0.78138], [-3.49218, -0.64708, 0.19144], [-2.66460, -1.51929, 0.73794], [-1.43240, -1.41328, 0.15966], [-0.78371, -0.28701, -1.49486], [-3.31084, 0.88754, -1.18686], [-3.04457, -2.02941, 1.47961], [-0.60521, -2.10613, 0.36671], [1.76613, 0.92558, 1.58196], [2.12166, 0.12610, 0.59968], [3.07336, -0.00383, -0.51173], [1.84054, -1.25790, -0.28708], [2.50484, 1.60581, 1.93128], [1.01784, 0.44776, 2.23052], [3.00688, 0.72526, -1.33840], [4.11715, -0.03243, -0.18299]], "nbo_charge": [-0.332, -0.073, -0.269, -0.323, -0.068, 0.223, 0.213, 0.411, 0.214, -0.453, -0.144, -0.541, 0.264, 0.215, 0.212, 0.226, 0.224]}



Entry x
{"formula": "C6H8N2S", "method": "wB97M-V/def2-TZVPD", "homo_ev": -8.21, "homo_lumo_gap_ev": 9.09, "smiles": "CN(S)c1ccccn1", "elements": ["C", "N", "S", "C", "C", "C", "C", "C", "N", "H", "H", "H", "H", "H", "H", "H", "H"], "xyz": [[1.94529, 1.61813, 0.63810], [0.57025, 1.41916, 0.39044], [-0.55686, 2.71159, 0.39412], [0.00847, 0.08481, 0.19563], [0.51635, -1.06975, -0.29812], [-0.30523, -2.17211, -0.68140], [-1.64970, -2.02796, -0.42803], [-2.14500, -0.83267, 0.11169], [-1.35418, 0.20556, 0.35683], [2.20770, 1.18204, 1.63274], [2.53149, 1.21353, -0.17100], [2.19057, 2.62720, 0.65982], [-0.26236, 2.98899, -0.89778], [1.60289, -1.23160, -0.36903], [0.16312, -3.09992, -1.00431], [-2.25858, -2.83691, -0.76456], [-3.20422, -0.78008, 0.23486]], "nbo_charge": [-0.405, -0.580, 0.231, 0.343, -0.310, -0.148, -0.289, 0.060, -0.435, 0.185, 0.189, 0.220, 0.093, 0.216, 0.222, 0.213, 0.193]}



Entry y
{"formula": "C6H8N2S", "method": "wB97M-V/def2-TZVPD", "homo_ev": [-7.84, -8.52], "homo_lumo_gap_ev": [7.22, 8.14], "elements": ["C", "C", "C", "C", "C", "C", "N", "N", "S", "H", "H", "H", "H", "H", "H", "H", "H"], "xyz": [[1.69228, 0.29747, -2.00331], [0.95485, -0.41864, -0.98727], [0.14993, 0.61446, -0.50309], [-1.16092, 0.94346, 1.87919], [1.03538, -1.86118, -0.61516], [-2.07458, -0.04871, 2.07681], [1.31127, 1.53814, -2.11597], [0.44859, 1.73898, -1.13872], [-0.53860, 2.20225, 2.58468], [2.28178, -0.15394, -2.86775], [1.31193, -1.95816, 0.57331], [0.04227, -2.33533, -0.84852], [1.61423, -2.45728, -1.33506], [-2.29533, -0.07687, 3.06742], [-1.79016, -0.96207, 1.59603], [-3.00600, 0.23674, 1.62287], [0.02310, 2.70069, -0.98543]], "nbo_charge": [-0.053, -0.270, 0.200, -0.021, -0.630, -0.785, -0.284, -0.409, 0.188, 0.203, 0.217, 0.216, 0.229, 0.238, 0.268, 0.278, 0.414]}



Entry z
{"formula": "C6H8N2S", "method": "wB97M-V/def2-TZVPD", "homo_ev": [-7.31, -8.25], "homo_lumo_gap_ev": [7.12, 8.30], "elements": ["C", "C", "C", "C", "C", "C", "N", "N", "S", "H", "H", "H", "H", "H", "H", "H", "H"], "xyz": [[2.19231, -0.16608, -0.49048], [1.15654, -0.94325, 0.01493], [0.13058, -0.05042, 0.13480], [-2.43449, 0.39587, 0.08090], [0.98274, -2.32552, 0.34654], [-2.34442, 1.76480, 0.44387], [0.43078, 1.18014, -0.22540], [1.72204, 1.11622, -0.64915], [-3.32846, -0.73544, -0.50413], [3.11375, -0.40608, -0.86130], [1.16572, -2.86040, -0.57044], [1.77567, -2.63422, 1.23823], [-0.05398, -2.42414, 0.75996], [-1.71991, 1.86893, 1.30009], [-3.30194, 2.20690, 0.31491], [-1.75462, 2.09683, -0.34929], [2.26769, 1.91587, -0.98405]], "nbo_charge": [-0.051, -0.246, 0.152, -0.008, -0.607, -0.778, -0.393, -0.348, 0.202, 0.200, 0.220, 0.205, 0.233, 0.280, 0.234, 0.298, 0.407]}



Result of the stability comparison: entry x is the most stable of them.



Entry w
{"formula": "C3H7O2S", "method": "wB97M-V/def2-TZVPD", "charge": -1, "homo_ev": -2.88, "homo_lumo_gap_ev": 6.83, "elements": ["O", "C", "C", "C", "S", "H", "H", "H", "H", "H", "H", "H", "O"], "xyz": [[1.06161, 2.81808, 0.63774], [0.47466, 1.74774, 0.62960], [1.18410, 0.56933, 1.23807], [0.79442, -0.81633, 0.64502], [-0.99308, -1.00905, 0.49675], [-0.46089, 1.57601, 0.09485], [2.26741, 0.68273, 1.12396], [1.02038, 0.53668, 2.31833], [1.20798, -0.97372, -0.35216], [1.16345, -1.62734, 1.28413], [-1.84054, -0.98406, -2.70077], [-3.18203, -1.30419, -2.29675], [-2.69748, -1.21587, -3.11877]], "nbo_charge": [-0.589, 0.435, -0.526, -0.525, -0.732, 0.159, 0.200, 0.222, 0.177, 0.185, 0.485, 0.471, -0.963]}



Entry x
{"formula": "C3H7O2S", "method": "wB97M-V/def2-TZVPD", "charge": -1, "homo_ev": -3.57, "homo_lumo_gap_ev": 7.51, "elements": ["C", "S", "H", "H", "H", "H", "O", "C", "O", "C", "H", "H", "H"], "xyz": [[-1.24220, 0.91225, 2.11726], [-1.60873, 0.71585, 0.33124], [-0.68151, 1.83035, 2.28623], [-2.15870, 0.94582, 2.70539], [-0.63503, 0.07526, 2.45303], [0.07649, 0.47168, 0.18189], [2.67115, -0.98930, -1.04539], [1.55138, -0.52978, -0.89957], [1.20830, 0.21617, 0.11039], [0.42996, -0.85104, -1.87676], [0.01219, 0.04872, -2.32691], [0.77793, -1.50750, -2.67204], [-0.40123, -1.33849, -1.36476]], "nbo_charge": [-0.724, -0.529, 0.186, 0.185, 0.192, 0.400, -0.680, 0.794, -0.745, -0.745, 0.223, 0.203, 0.240]}



Result of the stability comparison: entry x is the most stable of them.